63
Properties=species:S:1:pos:R:3:mulliken_charge:R:1 method="wB97M-V/def2-TZVPD" homo_lumo_gap_ev=8.537 total_charge=0 smiles="O=C(NCCN1CCOCC1)c1ccc2c(c1)N(Cc1ccc(F)cc1)C(=O)c1ccccc1S2(=O)=O"
O 3.9464 1.2071 -0.9794 -0.66
C 3.0292 0.5073 -0.6042 -0.21
N 3.0991 -0.2982 0.4795 -0.01
C 4.2542 -0.3247 1.3455 -0.92
C 4.0967 0.5785 2.5900 -0.93
N 3.2405 0.1142 3.6542 0.10
C 1.8266 0.0311 3.3597 -0.24
C 1.0718 -0.1104 4.6850 -0.82
O 1.4887 -1.2626 5.3772 -0.40
C 2.8725 -1.2132 5.6373 -0.72
C 3.6770 -1.0856 4.3406 -0.53
C 1.7164 0.4471 -1.3280 0.89
C 1.7217 0.4588 -2.7206 -1.06
C 0.5230 0.4348 -3.4067 -0.80
C -0.6709 0.3979 -2.7118 0.27
C -0.7025 0.4178 -1.3218 0.03
C 0.5125 0.4344 -0.6369 -0.97
N -1.9016 0.3602 -0.5922 0.42
C -2.0573 -0.8046 0.2863 -1.51
C -2.2409 -2.0336 -0.5624 0.54
C -1.1409 -2.7600 -0.9995 0.21
C -1.3008 -3.8378 -1.8506 -0.92
C -2.5779 -4.1706 -2.2624 0.37
F -2.7386 -5.2228 -3.0911 -0.34
C -3.6899 -3.4629 -1.8457 -0.69
C -3.5121 -2.3883 -0.9960 -0.38
C -2.9948 1.1617 -0.7647 0.75
O -4.0006 1.0182 -0.1013 -0.64
C -2.8806 2.3166 -1.7064 0.27
C -3.1552 3.5984 -1.2379 -0.97
C -3.1646 4.6713 -2.1126 -0.60
C -2.9265 4.4800 -3.4654 -0.59
C -2.6721 3.2055 -3.9442 -0.53
C -2.6606 2.1425 -3.0641 0.41
S -2.2183 0.4994 -3.6118 1.43
O -1.9406 0.5100 -5.0198 -0.80
O -3.1489 -0.4686 -3.1045 -0.52
H 2.3086 -0.8737 0.7184 0.17
H 5.0923 0.0530 0.7553 0.45
H 4.4599 -1.3549 1.6441 0.44
H 3.7223 1.5515 2.2602 0.44
H 5.0899 0.7266 3.0218 0.38
H 1.5119 0.9428 2.8477 0.35
H 1.5787 -0.8482 2.7352 0.14
H -0.0003 -0.2253 4.5152 0.36
H 1.2544 0.7841 5.2982 0.38
H 3.1189 -2.1395 6.1585 0.36
H 3.0995 -0.3539 6.2850 0.36
H 4.7392 -0.9982 4.5742 0.44
H 3.5164 -1.9962 3.7369 0.30
H 2.6661 0.4920 -3.2403 0.50
H 0.4795 0.4354 -4.4845 0.63
H 0.5056 0.4832 0.4426 0.92
H -2.9434 -0.6164 0.8952 0.63
H -1.1807 -0.8939 0.9309 0.28
H -0.1464 -2.4832 -0.6774 0.38
H -0.4562 -4.4108 -2.1995 0.46
H -4.6690 -3.7455 -2.1966 0.44
H -4.3631 -1.8084 -0.6760 0.42
H -3.3618 3.7403 -0.1880 0.51
H -3.3688 5.6627 -1.7374 0.40
H -2.9445 5.3188 -4.1440 0.41
H -2.4888 3.0087 -4.9888 0.55



59
Properties=species:S:1:pos:R:3:mulliken_charge:R:1 method="wB97M-V/def2-TZVPD" e_above_lowest_kj_mol=0.0 homo_lumo_gap_ev=7.442 total_charge=0 smiles="Cc1ccc(NC(=O)C(=Cc2ccc(C(=O)O)cc2)C(=O)Nc2ccc(C)cc2C)c(C)c1"
C 3.1662 -7.3327 -1.9234 -1.38
C 2.7945 -5.9192 -1.5912 0.67
C 3.6138 -5.1160 -0.8136 -1.04
C 3.2546 -3.8149 -0.5150 -0.59
C 2.0598 -3.2882 -0.9916 0.62
N 1.6569 -1.9793 -0.7094 0.12
C 2.2971 -1.0270 -0.0002 0.27
O 3.3780 -1.1297 0.5492 -0.71
C 1.5450 0.2820 0.0481 0.04
C 2.2764 1.3949 0.2045 -0.71
C 1.7933 2.7672 0.1802 0.34
C 0.7898 3.1650 -0.7064 -0.19
C 0.3506 4.4708 -0.7218 -0.77
C 0.9037 5.4082 0.1503 0.39
C 0.3983 6.7964 0.1048 0.49
O -0.4817 7.1812 -0.6248 -0.59
O 1.0155 7.6184 0.9690 -0.45
C 1.9186 5.0236 1.0243 -0.75
C 2.3646 3.7186 1.0285 -0.69
C 0.0559 0.2449 -0.0103 0.51
O -0.5580 -0.4036 -0.8461 -0.81
N -0.5357 0.9359 0.9929 0.22
C -1.9076 0.8893 1.3484 0.29
C -2.2118 0.5311 2.6571 -0.71
C -3.5224 0.4516 3.0825 -0.93
C -4.5600 0.7299 2.2028 0.67
C -5.9909 0.6197 2.6317 -1.44
C -4.2414 1.1109 0.9072 -0.97
C -2.9320 1.2116 0.4557 1.22
C -2.6532 1.6939 -0.9314 -1.15
C 1.2151 -4.0826 -1.7833 1.11
C -0.0787 -3.5470 -2.3241 -1.66
C 1.6026 -5.3811 -2.0637 -0.83
H 3.2036 -7.4730 -3.0031 0.32
H 4.1369 -7.5873 -1.5059 0.36
H 2.4245 -8.0240 -1.5242 0.32
H 4.5465 -5.5065 -0.4333 0.33
H 3.8986 -3.1987 0.0895 0.52
H 0.7503 -1.7119 -1.0895 -0.05
H 3.3436 1.2604 0.3444 0.57
H 0.3833 2.4443 -1.3997 0.73
H -0.4185 4.7954 -1.4066 0.47
H 0.6442 8.5108 0.8911 0.36
H 2.3538 5.7541 1.6878 0.45
H 3.1531 3.4179 1.7028 0.49
H 0.0774 1.3013 1.7086 0.33
H -1.4064 0.3056 3.3424 0.43
H -3.7382 0.1671 4.1016 0.35
H -6.5782 1.4439 2.2325 0.35
H -6.4210 -0.3092 2.2564 0.29
H -6.0737 0.6193 3.7156 0.37
H -5.0426 1.3518 0.2228 0.36
H -1.9846 2.5529 -0.9006 0.01
H -3.5755 1.9839 -1.4274 0.42
H -2.1724 0.9100 -1.5145 0.23
H 0.0958 -2.6986 -2.9864 0.36
H -0.5947 -4.3174 -2.8915 0.39
H -0.7392 -3.2173 -1.5219 0.32
H 0.9564 -5.9989 -2.6723 0.34



60
Properties=species:S:1:pos:R:3:mulliken_charge:R:1 method="wB97M-V/def2-TZVPD" e_above_lowest_kj_mol=699.1 homo_lumo_gap_ev=4.588 total_charge=0
C 5.9997 -1.9584 1.5541 -0.79
O 5.3850 -0.7918 2.1426 -0.46
C 4.0777 -0.5524 1.8552 0.85
C 3.2931 -1.3765 1.0145 -0.77
C 1.9551 -1.0717 0.8095 -0.30
C 1.3646 0.0870 1.3655 -0.05
C -0.0300 0.4188 1.1756 -0.56
C -1.0618 -0.4714 1.4427 1.39
C -2.5059 -0.1990 1.4235 0.39
C -3.2643 0.9528 1.2897 0.04
C -4.6603 0.8630 1.4393 -0.90
C -5.2905 -0.3698 1.6804 -0.62
C -4.5300 -1.5430 1.8230 -0.83
C -3.1514 -1.4228 1.7045 -0.12
N -2.1656 -2.3901 1.9343 0.17
C -2.3899 -3.7773 2.2965 -0.96
C -0.9373 -1.8288 1.8304 -0.89
C 2.1983 0.9378 2.1429 -0.42
C 3.4931 0.5932 2.4463 -0.81
H 7.0291 -1.9166 1.9055 0.24
H 5.5093 -2.8754 1.9069 0.33
H 5.9670 -1.9196 0.4567 0.32
H 3.7398 -2.2481 0.5298 0.35
H 1.3503 -1.7332 0.1867 0.46
H -0.2895 1.4568 0.9605 0.54
H -2.7651 1.9019 1.0924 0.36
H -5.2638 1.7728 1.3744 0.39
H -6.3802 -0.4162 1.7483 0.39
H -4.9677 -2.5232 2.0107 0.23
H -3.4600 -3.9889 2.3033 0.30
H -1.8826 -4.4305 1.5774 0.33
H -1.9684 -3.9918 3.2857 0.34
H -0.0432 -2.3989 2.0597 0.72
H 1.7658 1.8538 2.5494 0.45
H 4.1154 1.1991 3.0998 0.43
C -4.3014 -1.1697 -2.2507 -1.13
C -3.5713 0.1426 -2.1793 -0.15
O -2.2350 -0.1718 -1.7262 -0.23
C -1.4349 0.9416 -1.7036 0.28
C -0.0517 0.5606 -1.6762 -0.81
C 0.9748 1.4169 -2.0727 1.05
C 0.8247 2.8504 -2.1135 -0.50
C 1.8752 3.6651 -2.4732 -0.53
C 3.1137 3.0992 -2.8445 -0.10
N 4.2172 3.9686 -3.0593 0.92
O 5.3054 3.5026 -3.4619 -0.63
O 4.0587 5.1878 -2.8133 -0.61
C 3.2831 1.6928 -2.8669 -0.50
C 2.2555 0.8733 -2.4582 -0.50
O -1.9327 2.0726 -1.6800 -0.73
H -5.3201 -1.0254 -2.6157 0.41
H -3.7994 -1.8568 -2.9402 0.30
H -4.3493 -1.6446 -1.2660 0.15
H -3.5109 0.6149 -3.1733 0.39
H -4.0431 0.8334 -1.4671 0.20
H 0.1563 -0.4989 -1.5868 0.39
H -0.1475 3.2750 -1.8710 0.51
H 1.7777 4.7484 -2.4749 0.45
H 4.2429 1.2936 -3.1882 0.45
H 2.3762 -0.2137 -2.4549 0.37



60
Properties=species:S:1:pos:R:3:mulliken_charge:R:1 method="wB97M-V/def2-TZVPD" e_above_lowest_kj_mol=0.0 homo_lumo_gap_ev=7.431 total_charge=0
Pt 0.7161 -1.2489 0.1331 0.89
N 2.3858 2.0522 0.9448 -0.34
C 1.4279 2.9190 0.5358 0.61
C 1.6732 4.3065 0.6429 -0.62
C 0.7299 5.2368 0.2917 -0.58
C -0.5186 4.8334 -0.1869 -1.13
C -0.7755 3.4864 -0.2916 -0.47
C 0.1709 2.5068 0.0516 0.87
P -0.4421 0.7850 0.0384 0.36
C -1.4821 0.7673 -1.4609 0.23
C -1.0062 1.3772 -2.6211 -0.54
C -1.7262 1.2957 -3.8027 -0.70
C -2.9280 0.6028 -3.8431 -0.58
C -3.4020 -0.0194 -2.6978 -0.79
C -2.6766 0.0583 -1.5183 -0.11
C -1.5703 0.8850 1.4894 0.78
C -2.8549 1.4191 1.4302 -0.11
C -3.6250 1.5354 2.5794 -0.75
C -3.1084 1.1472 3.8073 -0.54
C -1.8154 0.6469 3.8819 -0.67
C -1.0560 0.5080 2.7295 -0.56
H 3.3071 2.4277 1.0934 0.29
H 2.4160 1.1255 0.5341 0.16
H 2.6393 4.6236 1.0171 0.35
H 0.9604 6.2906 0.3874 0.38
H -1.2700 5.5593 -0.4648 0.43
H -1.7448 3.1745 -0.6591 0.20
H -0.0693 1.9193 -2.5979 0.47
H -1.3478 1.7783 -4.6941 0.42
H -3.4916 0.5455 -4.7650 0.39
H -4.3366 -0.5654 -2.7217 0.45
H -3.0463 -0.4245 -0.6263 0.47
H -3.2658 1.7459 0.4833 0.24
H -4.6254 1.9437 2.5151 0.44
H -3.7082 1.2404 4.7034 0.38
H -1.3967 0.3612 4.8385 0.42
H -0.0435 0.1237 2.7915 0.37
O 4.5084 0.1188 -0.2412 -0.70
C 3.6914 -0.7709 -0.3965 0.41
O 2.4196 -0.4609 -0.5636 -0.74
C 4.1549 -2.1935 -0.4654 0.27
C 5.5231 -2.3629 -0.7047 -0.57
C 6.0969 -3.6140 -0.7815 -0.59
C 5.3006 -4.7373 -0.5823 -0.45
C 3.9526 -4.5921 -0.3316 -0.99
C 3.3586 -3.3246 -0.2833 0.98
S 1.6230 -3.3634 -0.0062 -0.56
H 6.1188 -1.4693 -0.8268 0.42
H 7.1535 -3.7184 -0.9884 0.37
H 5.7326 -5.7293 -0.6237 0.37
H 3.3315 -5.4634 -0.1659 0.40
C -3.0958 -2.0927 1.5529 -1.11
Te -1.1757 -2.8192 0.9975 0.23
C -1.8154 -3.5178 -0.9052 -0.82
H -3.5288 -1.4087 0.8331 0.33
H -3.0062 -1.5951 2.5140 0.28
H -3.7220 -2.9778 1.6496 0.47
H -2.3933 -4.4317 -0.7917 0.41
H -0.9128 -3.7063 -1.4799 0.34
H -2.4089 -2.7394 -1.3776 0.14